#one
The following is a DFT calculation (ωB97M-V/def2-TZVPD) of a 9-piece molecular cluster, H18O9 overall.

Computed properties:
- SMILES: O.O.O.O.O.O.O.O.O
- HOMO-LUMO gap: 10.06 eV
- E_LUMO: -0.109 eV

Geometry (Å):
1 O -2.757 -0.947 2.351
2 H -3.460 -0.859 1.700
3 H -1.941 -0.800 1.844
4 O -0.027 1.043 -3.313
5 H 0.359 0.599 -2.537
6 H -0.962 1.130 -3.101
7 O 1.071 -3.309 -0.473
8 H 1.689 -4.025 -0.663
9 H 0.529 -3.240 -1.268
10 O 0.194 2.301 1.776
11 H 0.863 2.937 2.063
12 H -0.406 2.213 2.533
13 O -0.232 -0.493 1.039
14 H -0.087 0.403 1.376
15 H 0.238 -0.517 0.168
16 O -2.080 -1.826 -0.737
17 H -1.317 -2.036 -0.183
18 H -1.945 -2.319 -1.554
19 O 1.379 -0.386 -1.282
20 H 1.902 -1.156 -1.531
21 H 1.927 0.077 -0.602
22 O -1.188 2.945 -0.640
23 H -0.870 2.747 0.258
24 H -1.614 3.806 -0.573
25 O 2.859 0.761 0.777
26 H 3.642 0.277 1.065
27 H 2.231 0.675 1.509

***

#two
The following is a DFT calculation (ωB97M-V/def2-TZVPD) of a 9-piece molecular cluster, H18O9 overall.

Computed properties:
- SMILES: O.O.O.O.O.O.O.O.O
- HOMO-LUMO gap: 8.55 eV
- E_LUMO: -0.753 eV

Geometry (Å):
1 O 1.679 -3.367 0.740
2 H 2.343 -4.056 0.702
3 H 2.091 -2.613 0.317
4 O 2.373 2.026 0.567
5 H 2.944 1.470 1.096
6 H 2.493 1.711 -0.329
7 O -1.563 3.094 0.835
8 H -1.045 2.725 0.120
9 H -0.953 3.663 1.305
10 O -0.077 0.046 0.448
11 H 0.831 -0.229 0.318
12 H -0.278 0.578 -0.323
13 O -0.036 -2.999 -1.410
14 H 0.631 -2.969 -0.725
15 H 0.190 -2.278 -1.997
16 O 3.082 -1.095 0.318
17 H 3.392 -0.905 -0.568
18 H 3.830 -0.900 0.882
19 O -1.506 0.526 -1.782
20 H -1.572 1.342 -2.278
21 H -0.982 -0.051 -2.338
22 O -3.791 1.245 -0.143
23 H -3.181 0.839 -0.758
24 H -4.313 1.842 -0.680
25 O -2.331 0.448 2.054
26 H -2.646 -0.445 2.193
27 H -1.608 0.354 1.435

***

#three
The following is a DFT calculation (ωB97M-V/def2-TZVPD) of a 9-piece molecular cluster, H18O9 overall.

Computed properties:
- SMILES: O.O.O.O.O.O.O.O.O
- HOMO-LUMO gap: 10.93 eV
- E_LUMO: 0.206 eV

Geometry (Å):
1 O -2.769 1.578 -0.713
2 H -1.910 2.001 -0.720
3 H -3.441 1.724 -1.371
4 O -0.391 3.239 -0.891
5 H -0.047 4.138 -0.861
6 H 0.395 2.729 -1.125
7 O -2.334 -1.216 -2.524
8 H -2.125 -0.333 -2.828
9 H -2.284 -1.831 -3.258
10 O 3.928 -0.402 -0.583
11 H 3.850 0.371 -1.140
12 H 4.778 -0.547 -0.187
13 O 1.056 0.598 -0.319
14 H 1.939 0.378 -0.614
15 H 1.049 0.507 0.636
16 O 2.561 -3.030 -1.703
17 H 3.073 -2.249 -1.871
18 H 2.025 -3.264 -2.460
19 O -0.923 -2.029 3.871
20 H -1.881 -2.050 3.804
21 H -0.547 -1.995 2.988
22 O -1.844 0.128 1.343
23 H -1.623 1.061 1.350
24 H -2.474 0.134 0.594
25 O 0.286 0.323 2.731
26 H -0.495 0.043 2.247
27 H 0.148 -0.005 3.605

***

#four
The following is a DFT calculation (ωB97M-V/def2-TZVPD) of a 9-piece molecular cluster, H18O9 overall.

Computed properties:
- SMILES: O.O.O.O.O.O.O.O.O
- HOMO-LUMO gap: 10.70 eV
- E_LUMO: -0.470 eV

Geometry (Å):
1 H -0.910 -0.758 0.804
2 H -1.067 0.684 0.352
3 H -2.081 -0.334 2.757
4 H -1.540 0.295 4.031
5 H -0.572 -0.222 -3.378
6 H -1.724 -0.288 -2.390
7 H 3.184 1.360 -0.194
8 H 4.368 2.230 0.197
9 H -2.510 -1.763 0.319
10 H -1.372 -2.703 -0.042
11 H -5.727 -0.099 -0.290
12 H -4.244 0.233 -0.310
13 H 3.215 -2.636 -0.799
14 H 1.759 -2.940 -1.112
15 H 1.691 4.316 -0.410
16 H 0.652 4.217 0.695
17 H 2.961 -2.433 1.230
18 H 2.722 -0.935 1.139
19 O -0.411 0.055 0.673
20 O -1.297 0.095 3.120
21 O -1.124 0.334 -2.817
22 O 4.034 1.677 -0.519
23 O -2.161 -2.288 -0.410
24 O -5.116 0.643 -0.355
25 O 2.624 -2.854 -1.529
26 O 0.745 4.205 -0.264
27 O 2.855 -1.646 1.776

***

According to the calculations, the structures order from most to least stable as #one, #three, #two, #four.

***

#one
The following is a DFT calculation (ωB97M-V/def2-TZVPD) of a single C22H29N3O5 molecule.

Computed properties:
- SMILES: CC(C)(C)N(Cc1ccccc1)C(=O)COC(=O)CN1C(=O)NC2(CCCC2)C1=O
- HOMO-LUMO gap: 10.03 eV
- E_LUMO: 0.715 eV

Geometry (Å):
1 C 1.875 3.535 -0.717
2 H 1.032 3.332 -0.065
3 H 1.560 3.392 -1.749
4 H 2.180 4.569 -0.585
5 C 3.043 2.600 -0.385
6 N 2.612 1.199 -0.640
7 C 1.594 0.689 0.083
8 O 0.962 1.299 0.922
9 C 1.211 -0.785 -0.188
10 H 0.776 -0.882 -1.189
11 H 2.051 -1.467 -0.054
12 O 0.242 -1.162 0.773
13 C -0.992 -0.718 0.550
14 O -1.361 -0.173 -0.454
15 C -1.901 -1.044 1.730
16 N -3.204 -1.403 1.235
17 C -4.357 -0.713 1.468
18 O -4.494 0.206 2.233
19 C -5.431 -1.356 0.594
20 N -4.684 -2.414 -0.042
21 C -3.372 -2.419 0.281
22 O -2.504 -3.150 -0.117
23 H -5.065 -3.009 -0.756
24 C -6.036 -0.352 -0.417
25 H -5.879 -0.734 -1.427
26 C -7.528 -0.271 -0.087
27 C -7.843 -1.625 0.541
28 H -7.914 -2.394 -0.231
29 C -6.623 -1.872 1.424
30 H -6.696 -1.272 2.333
31 H -6.490 -2.917 1.699
32 H -8.771 -1.620 1.110
33 H -7.702 0.518 0.645
34 H -8.131 -0.063 -0.969
35 H -5.549 0.618 -0.343
36 H -2.015 -0.154 2.354
37 H -1.462 -1.860 2.309
38 C 3.329 0.393 -1.606
39 C 4.585 -0.252 -1.060
40 C 5.620 -0.571 -1.930
41 C 6.770 -1.182 -1.463
42 C 6.901 -1.479 -0.117
43 C 5.875 -1.163 0.756
44 C 4.722 -0.556 0.288
45 H 3.930 -0.311 0.980
46 H 5.969 -1.390 1.808
47 H 7.799 -1.952 0.250
48 H 7.567 -1.424 -2.151
49 H 5.524 -0.338 -2.981
50 H 3.588 1.012 -2.467
51 H 2.669 -0.390 -1.986
52 C 3.456 2.750 1.084
53 H 2.640 2.468 1.741
54 H 3.715 3.786 1.285
55 H 4.322 2.127 1.298
56 C 4.245 2.995 -1.247
57 H 3.989 3.058 -2.302
58 H 4.574 3.982 -0.933
59 H 5.077 2.307 -1.115

***

#two
The following is a DFT calculation (ωB97M-V/def2-TZVPD) of a single C22H29N3O5 molecule.

Computed properties:
- SMILES: CCCNC(=O)COc1coc(CN2CCN(c3ccccc3OC)CC2)cc1=O
- HOMO-LUMO gap: 7.84 eV
- E_LUMO: 0.409 eV

Geometry (Å):
1 C 1.463 3.975 -2.524
2 C 1.359 2.464 -2.681
3 C 2.740 1.808 -2.658
4 N 2.651 0.377 -2.826
5 C 2.976 -0.497 -1.870
6 O 3.462 -0.209 -0.791
7 C 2.720 -1.964 -2.254
8 O 1.661 -2.111 -3.182
9 C 0.401 -1.855 -2.713
10 C -0.182 -2.588 -1.741
11 O -1.421 -2.368 -1.279
12 C -2.123 -1.330 -1.769
13 C -1.646 -0.543 -2.758
14 C -0.339 -0.746 -3.346
15 O 0.139 -0.054 -4.234
16 H -2.228 0.290 -3.118
17 C -3.413 -1.074 -1.026
18 N -3.218 -0.642 0.345
19 C -2.830 -1.694 1.264
20 C -2.919 -1.155 2.697
21 N -2.021 -0.035 2.876
22 C -0.728 -0.289 3.342
23 C -0.615 -1.033 4.519
24 C 0.604 -1.357 5.080
25 C 1.768 -0.929 4.473
26 C 1.691 -0.160 3.325
27 C 0.471 0.176 2.755
28 O 0.386 0.946 1.621
29 C 1.544 1.613 1.167
30 H 2.019 2.180 1.973
31 H 1.192 2.308 0.404
32 H 2.268 0.924 0.723
33 H 2.605 0.160 2.851
34 H 2.733 -1.180 4.885
35 H 0.639 -1.936 5.991
36 H -1.520 -1.347 5.017
37 C -2.342 1.001 1.925
38 C -2.329 0.502 0.474
39 H -2.685 1.295 -0.188
40 H -1.293 0.253 0.199
41 H -1.653 1.835 2.036
42 H -3.356 1.346 2.163
43 H -2.680 -1.956 3.394
44 H -3.942 -0.810 2.884
45 H -3.513 -2.537 1.142
46 H -1.799 -2.046 1.091
47 H -4.014 -1.987 -1.006
48 H -3.970 -0.295 -1.553
49 H 0.301 -3.416 -1.240
50 H 3.609 -2.354 -2.758
51 H 2.556 -2.540 -1.337
52 H 2.139 0.049 -3.642
53 H 3.357 2.220 -3.464
54 H 3.239 1.991 -1.703
55 H 0.752 2.046 -1.875
56 H 0.868 2.219 -3.625
57 H 0.474 4.427 -2.534
58 H 1.949 4.230 -1.585
59 H 2.044 4.403 -3.337

***

According to the calculations, the structures order from most to least stable as #one, #two.

***

#one
The following is a DFT calculation (ωB97M-V/def2-TZVPD) of a single C4H7IN2 molecule.

Computed properties:
- HOMO-LUMO gap (alpha / beta): 7.58 / 7.57 eV
- E_LUMO (alpha / beta): -0.755 / -0.755 eV

Geometry (Å):
1 C -0.439 1.077 0.185
2 C -0.329 -0.279 -0.509
3 C 2.528 0.364 -0.201
4 C -1.535 -1.234 0.084
5 N 0.804 1.889 0.038
6 N 1.827 1.264 0.101
7 I 4.367 -0.382 0.528
8 H -1.354 1.550 -0.225
9 H -0.646 0.690 1.211
10 H 0.666 -0.684 -0.336
11 H -0.555 0.005 -1.579
12 H -2.421 -0.952 -0.415
13 H -1.662 -1.078 1.172
14 H -1.249 -2.229 -0.055

***

#two
The following is a DFT calculation (ωB97M-V/def2-TZVPD) of a 2-piece molecular cluster, C4H7IN2 overall.

Computed properties:
- HOMO-LUMO gap (alpha / beta): 8.48 / 8.16 eV
- E_LUMO (alpha / beta): -0.275 / -0.383 eV

Geometry (Å):
1 C 2.897 1.118 -0.842
2 C 1.986 0.277 -1.129
3 C 0.520 0.333 -0.626
4 C -2.477 -1.146 1.278
5 N 0.081 -0.612 0.013
6 N -2.120 -0.139 0.438
7 I -2.196 1.811 1.132
8 H 3.791 0.961 -1.286
9 H 2.856 1.858 -0.115
10 H 1.980 -0.507 -1.835
11 H -0.092 1.175 -1.189
12 H -2.513 -0.982 2.278
13 H -3.461 -1.585 0.927
14 H -1.868 -2.063 1.116

***

#three
The following is a DFT calculation (ωB97M-V/def2-TZVPD) of a single C4H7IN2 molecule.

Computed properties:
- SMILES: N/N=C\C=C/CI
- HOMO-LUMO gap: 8.68 eV
- E_LUMO: 0.225 eV

Geometry (Å):
1 C -2.192 -0.058 0.563
2 C -1.232 0.527 -0.552
3 C 0.114 0.320 -0.600
4 C 0.753 -0.517 0.371
5 N 3.071 -0.084 -0.124
6 N 2.023 -0.654 0.597
7 I -4.239 0.790 0.359
8 H -1.783 0.233 1.493
9 H -2.307 -1.137 0.559
10 H -1.901 0.941 -1.340
11 H 0.567 0.833 -1.501
12 H 0.243 -1.153 0.964
13 H 2.932 0.493 -0.937
14 H 3.951 -0.535 0.148

***

According to the calculations, the structures order from most to least stable as #three, #one, #two.

***

#one
The following is a DFT calculation (ωB97M-V/def2-TZVPD) of a single CH3NO3S2 molecule.

Computed properties:
- HOMO-LUMO gap: 10.23 eV
- E_LUMO: -0.017 eV

Geometry (Å):
1 C 1.494 -0.091 -0.001
2 N -2.977 -0.345 -0.089
3 O -1.249 1.743 0.132
4 O -0.645 -0.581 1.115
5 O -0.627 -0.433 -1.254
6 S -1.749 0.370 0.037
7 S 0.108 -1.211 -0.121
8 H 2.089 -0.170 0.869
9 H 2.370 -0.256 -0.774
10 H 1.185 0.973 0.085

***

#two
The following is a DFT calculation (ωB97M-V/def2-TZVPD) of a single CH3NO3S2 molecule.

Computed properties:
- HOMO-LUMO gap (alpha / beta): 8.33 / 8.32 eV
- E_LUMO (alpha / beta): -1.758 / -1.760 eV

Geometry (Å):
1 C 0.722 0.738 0.346
2 N -1.341 -0.321 -1.204
3 O 1.604 1.981 2.505
4 O -0.153 -1.546 0.800
5 O 0.989 -1.129 -1.458
6 S 0.838 0.810 2.122
7 S 0.099 -0.731 -0.388
8 H 0.878 1.656 -0.182
9 H -1.580 -1.003 -1.952
10 H -2.056 -0.454 -0.589

***

According to the calculations, the structures order from most to least stable as #two, #one.

***

#one
The following is a DFT calculation (ωB97M-V/def2-TZVPD) of a 2-piece molecular cluster, C3H4N2OS overall.

Computed properties:
- HOMO-LUMO gap: 8.33 eV
- E_LUMO: -0.226 eV

Geometry (Å):
1 C -0.379 0.500 1.349
2 C 0.815 0.047 1.856
3 C 1.007 -0.064 -0.384
4 H -1.561 -0.776 -1.997
5 H -1.137 1.226 1.759
6 H 0.916 -0.662 3.170
7 H 2.143 -1.416 -1.329
8 N -0.257 0.677 -0.069
9 N 1.190 -0.634 -1.510
10 O 1.723 -0.308 0.912
11 S -1.833 0.056 -0.923

***

#two
The following is a DFT calculation (ωB97M-V/def2-TZVPD) of a 2-piece molecular cluster, C3H4N2OS overall.

Computed properties:
- HOMO-LUMO gap: 8.49 eV
- E_LUMO: -0.079 eV

Geometry (Å):
1 C -1.061 -0.060 -0.063
2 C -0.524 1.208 -0.079
3 C 1.142 -0.370 -0.246
4 H -2.961 -1.309 0.776
5 H -1.065 2.118 0.168
6 H 1.749 1.652 0.443
7 H 2.499 -1.891 0.124
8 N 0.887 0.940 -0.470
9 N 2.335 -0.809 -0.066
10 O -0.142 -1.127 -0.345
11 S -2.858 -0.351 -0.241

***

According to the calculations, the structures order from most to least stable as #two, #one.

***

#one
The following is a DFT calculation (ωB97M-V/def2-TZVPD) of a single C3H4N2OS molecule.

Computed properties:
- SMILES: Cn1ncoc1=S
- HOMO-LUMO gap: 9.43 eV
- E_LUMO: 0.845 eV

Geometry (Å):
1 C 1.160 -0.514 1.011
2 C -1.894 0.305 -0.411
3 C 0.177 0.455 -1.061
4 H 1.744 -1.265 0.454
5 H 1.803 0.345 1.242
6 H 0.726 -0.945 1.900
7 H -2.955 0.402 -0.495
8 N 0.068 -0.082 0.171
9 N -1.239 -0.180 0.584
10 O -1.113 0.710 -1.442
11 S 1.523 0.769 -1.953

***

#two
The following is a DFT calculation (ωB97M-V/def2-TZVPD) of a single C3H4N2OS molecule.

Computed properties:
- SMILES: Cc1nnc(S)o1
- HOMO-LUMO gap: 9.72 eV
- E_LUMO: 0.298 eV

Geometry (Å):
1 C -0.297 1.776 -0.632
2 C 0.213 0.538 -0.297
3 C 0.302 -1.545 0.340
4 H 0.652 2.280 -1.148
5 H -1.221 1.770 -1.337
6 H -0.404 2.452 0.316
7 H -1.514 -2.667 1.582
8 N 1.440 0.231 -0.204
9 N 1.556 -1.118 0.326
10 O -0.573 -0.560 0.007
11 S -0.155 -3.157 1.048

***

#three
The following is a DFT calculation (ωB97M-V/def2-TZVPD) of a single C3H4N2OS molecule.

Computed properties:
- SMILES: Nc1ncc(S)o1
- HOMO-LUMO gap: 9.43 eV
- E_LUMO: 0.763 eV

Geometry (Å):
1 C -1.484 -0.040 -0.025
2 C 0.102 1.374 0.037
3 C 0.656 0.146 0.011
4 H -2.602 -1.670 -0.374
5 H -3.499 -0.286 -0.105
6 H 0.607 2.325 0.007
7 H 2.486 -0.485 1.208
8 N -2.647 -0.766 0.083
9 N -1.287 1.221 -0.033
10 O -0.357 -0.815 0.024
11 S 2.360 -0.340 -0.088

***

#four
The following is a DFT calculation (ωB97M-V/def2-TZVPD) of a single C3H4N2OS molecule.

Computed properties:
- SMILES: Oc1c[nH]c(=S)[nH]1
- HOMO-LUMO gap: 7.66 eV
- E_LUMO: 0.018 eV

Geometry (Å):
1 C -0.302 1.501 -0.043
2 C -1.149 0.955 -0.924
3 C 0.158 -0.731 0.137
4 H -1.077 3.403 0.617
5 H -1.997 1.370 -1.545
6 H -1.258 -0.994 -1.490
7 H 1.549 0.689 1.044
8 N -0.731 -0.402 -0.967
9 N 0.520 0.576 0.578
10 O -0.158 2.688 0.643
11 S 0.830 -2.346 0.246

***

According to the calculations, the structures order from most to least stable as #three, #one, #two, #four.